# 1
# C53H43BiN4OP2Te

A structure of composition C53H43BiN4OP2Te (wB97M-V/def2-TZVPD, the OMol25 dataset).

Computed properties:
Spin multiplicity ... 1
Gap between HOMO and LUMO ... 4.40 eV
HOMO ... -5.74 eV

Geometry (Å):
C -3.21901 2.62333 -3.92901
C -4.51632 2.65374 -1.94064
C 3.93695 2.25694 1.22452
C -1.61799 -3.96387 -2.90973
H -3.73403 -0.04869 1.91290
H -3.95469 3.93702 -5.45858
C 0.28071 3.28715 -3.12347
N -0.93371 -3.02626 -0.82783
C -5.32966 3.59640 -2.55229
C 2.99861 -4.44307 -1.39120
C -0.22496 -4.88960 2.99526
H 1.37742 3.80316 -6.28556
C 2.93325 1.58430 0.54212
H 0.04875 3.83962 0.83408
C 3.44840 -2.22641 0.79326
H 0.58453 -5.60609 2.98130
C 0.89623 2.06706 -2.85486
C 3.43486 -3.10705 1.87870
H -3.58995 -3.45666 -3.57913
C 2.34250 3.58410 -0.61087
H -6.18690 3.99688 -2.02246
H -0.90613 -1.70849 1.96344
H 3.86450 -3.99620 -0.92243
Bi 1.40779 -1.91142 -0.12457
C 3.16084 -5.64299 -2.07127
H 4.13642 -6.10871 -2.11472
H 4.73863 -0.98714 -0.39743
C 3.34679 4.26448 0.05835
C 2.10465 2.23214 -0.36799
H 4.92106 4.14224 1.51423
H 2.00580 0.18428 3.05465
H -1.37231 -4.54906 -3.78376
C -5.17578 1.52987 2.12353
C -1.06617 -2.69540 2.39546
C 0.72628 4.40421 2.79582
C 1.85504 2.09892 -5.07264
C -3.41831 2.16286 -2.63366
H 1.26218 4.70455 4.85276
C 2.07264 -6.24109 -2.68476
N -5.13524 4.05791 -3.78412
H 6.70891 -3.19513 2.69230
H -0.74012 1.03248 3.93840
P 0.78442 1.23913 -1.21918
C 4.14140 3.60729 0.98818
N 2.22331 -3.62227 2.40607
C 0.45711 3.91085 -4.34861
H 6.78210 -1.60895 0.80156
H -2.26094 -1.76565 0.11461
C 1.75634 -3.82146 -1.31255
H 0.29300 2.54720 5.58999
C -0.68112 -3.79475 -1.89525
C 0.12963 3.55422 1.87384
H 3.51111 5.31424 -0.14711
H -2.39435 2.26190 -4.52656
C 0.26212 2.82763 4.54418
C 0.79979 4.04212 4.13214
C -3.15033 3.20912 1.24931
P -1.21179 1.14947 1.09819
H 2.15140 0.52392 -3.64656
C 0.66573 -4.42034 -1.95372
C -1.44490 -5.18581 3.57895
C -2.11303 -2.41440 -0.74063
H 1.13204 5.35292 2.46653
H -0.03055 4.85798 -4.54375
H -5.96672 0.87009 2.45627
H 1.73115 4.11633 -1.32874
C -4.09639 3.56388 -4.44993
C -4.39262 3.73122 1.56757
C 1.24462 3.31837 -5.32713
H -4.04175 -2.02206 -1.57488
H -3.06144 -2.25399 3.02178
C -2.46658 -4.24220 3.58657
H -4.74093 2.31103 -0.94102
H -6.38354 3.29783 2.24753
H 4.56208 1.72585 1.93228
H -1.59916 -6.15529 4.03319
C 0.83190 -5.62934 -2.62576
C -2.27524 -2.99748 3.00500
C -0.05745 -3.64535 2.40610
C -2.89807 1.84532 1.38037
H -2.35992 3.85569 0.88818
H 0.90435 -0.85381 3.27094
C -0.31831 1.97984 3.61519
C -5.41044 2.89107 2.00438
H 2.78962 0.53050 0.72968
C -2.85076 -3.34547 -2.79669
H -3.41457 -4.48082 4.05017
C -3.10984 -2.55597 -1.69002
C -3.92186 1.01523 1.81846
H 2.46413 1.62750 -5.83325
C 5.83682 -2.04024 1.10614
H 2.18540 -7.18471 -3.20159
C -0.82844 1.77907 -0.57762
C 4.67284 -1.68980 0.42485
C 1.67987 1.48069 -3.84303
N 1.18834 -3.26332 1.81640
H -4.57297 4.79381 1.46616
C -0.38211 2.32498 2.26638
O 1.43942 -0.43880 2.58515
C 5.80000 -2.93126 2.17004
H 4.51084 -4.14293 3.40867
C 4.58610 -3.46649 2.56895
H -0.35375 3.72688 -2.36194
H -0.02181 -6.10740 -3.08725
Te -2.17776 0.65689 -1.80526

# 2
# C34H40Cl3N5O4RbSi2

A structure of composition C34H40Cl3N5O4RbSi2 (wB97M-V/def2-TZVPD, the OMol25 dataset).

Computed properties:
Spin multiplicity ... 1
Gap between HOMO and LUMO ... 4.31 eV
HOMO ... -3.62 eV
Net charge ... -1

Geometry (Å):
H 0.47474 1.87193 3.04314
H 5.56255 -2.67914 0.94465
Cl -1.18101 4.10044 -4.11112
H -1.67897 -3.62655 3.55677
H -0.27142 -2.43672 5.28613
C -0.85447 -2.98314 3.28042
H 1.51794 2.64593 4.26260
N 0.46133 -1.98906 1.52638
H -2.89065 2.42749 2.72143
N -1.37386 3.75674 2.23143
H 0.54533 -3.30990 -2.44390
H -5.65855 0.21175 1.00896
H -3.19388 -0.05788 1.34534
H 5.42116 -1.57181 2.32171
C 4.85745 -2.22628 1.64910
C 4.45821 -0.02821 -0.29616
C 2.31922 -0.49525 1.94061
C -0.94120 -4.01943 -3.84951
Cl 2.62690 2.43977 -7.56359
C -0.59391 4.90893 2.65319
H -1.00548 5.27559 3.59155
C -0.07689 -2.31281 4.22578
C -5.08522 -0.41988 0.34436
H 0.45424 4.65339 2.82607
Cl 1.85533 -0.22578 -2.92326
H -6.75059 -0.96940 -0.85593
H 3.82189 0.69123 -0.81398
H 5.18032 0.53117 0.30275
H 4.42297 -3.02367 2.25983
H 2.90142 0.52283 -5.43945
C 3.52471 2.35048 1.90478
C 0.96071 -1.51703 3.81230
H -1.10556 -3.25423 1.16752
H 2.99345 2.49396 0.96152
H 5.02199 -0.58329 -1.05223
Si 2.78187 0.94700 2.93579
H -1.65005 2.59145 3.97175
C 1.26174 1.69682 3.77939
H 0.93250 3.65303 0.58785
H -4.97574 -3.76749 -4.41206
N -1.31397 -2.68085 -1.89205
H 0.49089 3.94153 -6.37595
C -2.23258 3.13203 3.22056
C -5.37923 -2.59294 -2.72128
C -4.91341 -1.87234 -1.55850
C 1.76998 2.24771 -6.04757
C -1.05095 3.06268 1.10635
C 0.35983 1.93558 -3.57127
O -1.54345 1.96029 0.87692
C 1.25220 -1.33595 2.42803
C 0.75698 3.13068 -5.71195
Si 3.48717 -1.24635 0.77160
H 3.48183 3.28342 2.47672
H -0.22142 -4.53058 -4.47322
C 0.08582 2.97070 -4.51767
H 3.70798 0.07372 5.11909
H 1.90932 -2.19692 -0.96454
C 1.41796 1.08215 -4.00478
C 2.75815 -2.55790 -0.38648
C -0.52027 -2.77971 1.95368
Rb -0.28471 -0.08587 -0.61297
N -2.95951 -1.30415 -0.25274
C -2.63109 -2.66879 -2.17854
H 3.53352 -2.90641 -1.07797
H 4.99195 0.35096 3.94920
H 1.60390 -1.04521 4.54418
C -2.27464 -4.00903 -4.14864
H -0.09254 3.14669 -0.78605
C -4.56206 -3.26012 -3.55232
C -0.07122 3.69520 0.15511
O -0.26589 1.77788 -2.48515
O -7.12071 -3.00641 -4.19611
C -0.50892 -3.33118 -2.70160
H -2.66104 -4.51719 -5.02403
H 4.27667 1.71907 4.81480
H 0.84827 1.03319 4.54215
H 4.57311 2.16781 1.66101
H -0.64657 5.71572 1.92267
C -3.70578 -0.57212 0.53854
C -3.15595 -3.31629 -3.30029
C 2.10889 1.21484 -5.19054
C 4.05399 0.75839 4.33939
O -7.63720 -2.42386 -2.19364
N -6.82760 -2.66876 -3.06738
H -0.30464 4.74480 -0.02663
H -2.82856 3.90144 3.71275
C -3.52988 -1.93195 -1.29537
H 2.39587 -3.40759 0.19593
C -5.69102 -1.07102 -0.69531

# 3
# C3H2ClNOS

An isolated molecule of C3H2ClNOS (wB97M-V/def2-TZVPD, the OMol25 dataset).

Computed properties:
Spin multiplicity ... 1
Gap between HOMO and LUMO ... 9.54 eV
HOMO ... -9.00 eV
SMILES ... Sc1oncc1Cl

Geometry (Å):
C -0.24773 -0.57834 -0.09770
N 1.75700 -1.52480 -0.05308
C 1.96214 -0.28823 0.19028
O 0.31751 -1.69716 -0.12358
S -2.02889 -0.62156 0.05616
H 3.06447 0.09627 0.14961
H -1.98416 0.70302 0.15938
C 0.67074 0.44897 0.09735
Cl 0.13129 2.11189 -0.05806

# 4
# C20H21N3O3

An isolated molecule of C20H21N3O3 (wB97M-V/def2-TZVPD, the OMol25 dataset).

Computed properties:
Spin multiplicity ... 1
Gap between HOMO and LUMO ... 8.49 eV
HOMO ... -8.02 eV
SMILES ... NC(=O)[C@H](O)[C@@H](O)c1cccc(-c2ccc3c(ccn3CC3CC3)c2)n1

Geometry (Å):
C -0.62863 -1.70413 0.53804
H -1.86851 -4.59269 1.48488
H -4.05307 -4.72068 0.13729
O 5.30735 4.05493 0.07648
C -4.48996 -3.71660 0.10746
H 5.92520 2.24378 1.04145
O 3.96087 3.83339 2.38874
C -1.51321 0.82432 -0.20584
C -2.43919 -0.12532 0.25403
N -2.58237 -2.55471 1.01546
C 5.03773 2.70538 0.59693
C -1.65808 -3.56108 1.16953
H 2.25470 2.19728 2.62384
C 0.83751 1.48233 -0.88842
N 2.14286 1.28253 -0.62352
H 0.48076 -3.63926 0.73458
C 4.55173 1.88423 -0.62075
C 0.44415 2.60694 -1.63687
H -4.66150 -2.08473 -1.46394
H -4.25685 -3.09740 2.15603
H 2.88898 1.09298 1.40237
H 5.12768 4.66504 0.82222
H -6.58368 -2.90692 -0.01619
H 1.32931 -1.06406 -0.00796
C 1.40997 3.51263 -2.07900
H -0.60865 2.77989 -1.87772
H -6.40446 -4.60328 -0.65624
C 4.00386 2.80045 1.73311
C -4.02251 -2.72311 1.15392
C -0.43567 -3.08848 0.80918
C -1.96231 -1.39467 0.60062
C -5.90130 -3.66457 -0.41699
H 5.19580 2.09972 -1.44395
H -4.55741 -1.78083 1.05537
H 1.16184 4.40546 -2.63622
H -1.91298 1.80950 -0.46813
C 3.09522 2.13360 -1.00201
C 2.73398 3.30594 -1.69859
C 0.31501 -0.75758 0.13185
H 3.50034 4.01288 -2.01900
O 4.74153 0.50473 -0.24444
C -0.12334 0.50724 -0.28385
N 3.02352 1.88517 2.03477
H -3.50117 0.12334 0.28194
C -4.75932 -3.17957 -1.30358
H -4.50897 -3.81962 -2.18127
H 3.96323 0.02557 -0.57565

# 5
# C3H4CoLiO4

A structure of composition C3H4CoLiO4 (wB97M-V/def2-TZVPD, the OMol25 dataset).

Computed properties:
Spin multiplicity ... 5
Gap between HOMO and LUMO (alpha / beta) ... 10.40 / 7.45 eV
HOMO (alpha / beta) ... -19.82 / -20.05 eV
Net charge ... +2

Geometry (Å):
H 2.08103 -0.03437 0.47003
O 0.62368 -1.41535 0.35646
C 0.23631 1.02389 0.59939
C -0.34589 -2.07984 -0.31811
O -0.78975 -3.06884 0.25072
H 0.90816 1.90014 0.63799
O -0.84779 -1.51186 -1.35114
O -0.94545 1.37831 -0.16146
H 1.21500 -0.02412 -1.06392
H -0.01334 0.80745 1.65194
C 1.07988 -0.10587 0.02603
Co -1.44315 0.23554 -1.48926
Li -1.75870 2.89491 0.39134

Number 1: largest force on an atom 0.63 eV/Å. Number 2: largest force on an atom 0.65 eV/Å. Number 3: largest force on an atom 4.39 eV/Å. Number 4: largest force on an atom 2.62 eV/Å. Number 5: largest force on an atom 7.26 eV/Å.